No. 1
{"formula": "C15H21N2O2RhSSe2", "method": "ωB97M-V with the def2-TZVPD basis set", "symbols": ["Rh", "O", "C", "C", "C", "C", "C", "C", "N", "H", "H", "H", "H", "H", "H", "H", "O", "N", "C", "C", "C", "C", "C", "S", "H", "H", "H", "H", "C", "Se", "C", "C", "Se", "C", "H", "H", "H", "H", "H", "H", "H", "H", "H", "H"], "coordinates": [[-9.9013, 8.4074, 12.0120], [-9.3111, 10.6391, 12.8803], [-10.4033, 11.5151, 12.6325], [-11.7313, 10.7850, 12.6554], [-12.8529, 11.5229, 12.9921], [-14.0633, 10.8898, 12.9470], [-14.0714, 9.4989, 12.7568], [-12.9162, 8.7902, 12.4830], [-11.7633, 9.4789, 12.3738], [-8.5444, 11.1078, 13.2210], [-10.3263, 11.8923, 11.6396], [-10.4578, 12.2498, 13.3614], [-12.7866, 12.4858, 13.3710], [-14.9837, 11.4266, 13.2052], [-14.9614, 8.9258, 12.8572], [-12.8877, 7.6995, 12.3257], [-10.0901, 6.5640, 11.0995], [-10.0526, 5.4955, 11.8631], [-9.9413, 4.2729, 11.2771], [-9.8194, 3.1088, 12.0417], [-9.9637, 3.2081, 13.4525], [-10.1256, 4.4653, 14.0506], [-10.2925, 5.5780, 13.2198], [-10.4915, 7.0709, 14.0371], [-9.8606, 4.4184, 10.2203], [-9.7369, 2.1688, 11.5347], [-9.9249, 2.4379, 14.1976], [-10.2779, 4.6234, 15.1168], [-6.9178, 6.4390, 11.9945], [-7.3427, 8.1905, 12.6727], [-6.7017, 9.2937, 11.1613], [-7.3945, 8.9599, 9.9041], [-9.2872, 9.4795, 9.6587], [-9.6987, 8.4411, 8.1098], [-5.8287, 6.2459, 11.8471], [-7.4344, 6.3216, 10.9849], [-7.2703, 5.8011, 12.8169], [-5.6524, 8.9704, 11.1385], [-6.8391, 10.2656, 11.5957], [-7.4459, 7.8893, 9.6844], [-6.8706, 9.4563, 9.0806], [-9.7361, 7.4180, 8.3477], [-8.8751, 8.4939, 7.3831], [-10.6357, 8.7864, 7.6898]], "spin_multiplicity": 5, "lumo_ev": [-6.18, -9.18], "max_force_ev_per_a": 2.17, "gap_ev": [7.42, 5.79], "total_energy_ev": -167488.5405, "total_charge": 2, "e_homo_ev": [-13.6, -15.0]}

---

No. 2
{"formula": "C15H21N3O2S", "method": "ωB97M-V with the def2-TZVPD basis set", "symbols": ["N", "N", "O", "O", "S", "C", "C", "C", "C", "C", "C", "C", "C", "N", "C", "C", "C", "C", "C", "C", "C", "H", "H", "H", "H", "H", "H", "H", "H", "H", "H", "H", "H", "H", "H", "H", "H", "H", "H", "H", "H", "H"], "coordinates": [[-0.2851, -4.1573, -0.3998], [-1.3356, -3.9518, -1.2654], [-1.7653, 0.1058, -1.4909], [-3.8172, -0.0034, -3.4987], [-3.5752, -2.3546, -1.5862], [-0.4487, -3.3323, 0.6051], [-2.0626, -2.9588, -0.8345], [0.5821, 0.7534, -1.0420], [-1.1045, 0.9008, 0.6350], [1.5414, 1.1094, -0.1183], [-0.1676, 1.2689, 1.5941], [-0.7699, 0.5995, -0.6934], [1.1866, 1.3358, 1.2421], [-1.5674, -2.5550, 0.3773], [1.8111, 2.4211, 3.4765], [3.2937, 2.6706, 1.6148], [2.9934, 0.3832, 2.7116], [-1.4556, -0.2104, -2.8603], [-2.9569, -2.1827, -3.3719], [-2.6265, -0.7400, -3.6893], [2.3198, 1.6485, 2.2380], [-4.1438, -0.1959, -2.6076], [0.2758, -3.1955, 1.4450], [0.8780, 0.5792, -2.0623], [-2.1365, 0.7250, 0.9221], [2.5601, 1.2002, -0.4634], [-0.4393, 1.4106, 2.6254], [-1.7637, -1.6503, 0.7992], [1.2781, 3.3452, 3.2110], [2.5989, 2.6169, 4.2057], [1.1100, 1.7466, 4.0102], [3.6854, 2.3420, 0.7058], [4.1099, 2.8494, 2.3244], [2.7391, 3.5746, 1.4093], [3.3264, -0.1856, 1.8588], [3.8055, 0.6144, 3.3847], [2.2924, -0.2747, 3.2399], [-1.1382, 0.6731, -3.3590], [-0.6028, -0.9363, -2.9423], [-2.1215, -2.8333, -3.5869], [-3.7697, -2.4833, -4.0265], [-2.3340, -0.6730, -4.7374]], "relative_energy_kcal_mol": 71.94, "lumo_ev": 0.54, "max_force_ev_per_a": 1.86, "gap_ev": 9.19, "total_energy_ev": -35295.1876, "total_charge": 0, "e_homo_ev": -8.7}

---

No. 3
{"formula": "C15H21N3O3S", "method": "ωB97M-V with the def2-TZVPD basis set", "symbols": ["N", "C", "O", "C", "C", "N", "C", "C", "N", "S", "O", "O", "C", "C", "C", "C", "C", "C", "C", "C", "H", "H", "H", "H", "H", "H", "H", "C", "C", "H", "H", "H", "H", "H", "H", "H", "H", "H", "H", "H", "H", "H", "H"], "coordinates": [[-1.0737, -3.9184, -0.0599], [-0.9705, -2.7324, -0.7067], [0.1091, -2.2513, -0.9775], [-2.3052, -2.0987, -1.0428], [-3.0841, -1.6075, 0.2073], [-2.7648, -0.2805, 0.6833], [-1.3461, -0.1258, 0.9650], [-1.0865, 1.2481, 1.5726], [-1.5250, 2.3072, 0.6936], [-0.5982, 2.5733, -0.7082], [-0.7352, 3.9700, -0.9978], [-0.9548, 1.6629, -1.7649], [1.0710, 2.2281, -0.1931], [1.6421, 1.1088, -0.6211], [2.9759, 0.6153, -0.3212], [3.2440, -0.7386, -0.5370], [4.4932, -1.2564, -0.2519], [5.4938, -0.4324, 0.2385], [5.2386, 0.9138, 0.4495], [3.9891, 1.4361, 0.1763], [3.7983, 2.4875, 0.3285], [6.0198, 1.5575, 0.8268], [6.4723, -0.8362, 0.4532], [4.6919, -2.3050, -0.4177], [2.4561, -1.3759, -0.9106], [1.0380, 0.4595, -1.2438], [1.5144, 2.9891, 0.4220], [-2.9316, 2.1582, 0.3775], [-3.2627, 0.7752, -0.1922], [-4.3491, 0.6688, -0.2599], [-2.8356, 0.7130, -1.2010], [-3.1805, 2.9308, -0.3510], [-3.4954, 2.3333, 1.2990], [-0.0225, 1.3794, 1.7741], [-1.6432, 1.3534, 2.5094], [-1.0519, -0.9073, 1.6715], [-0.7343, -0.2204, 0.0591], [-2.9089, -2.2990, 1.0390], [-4.1532, -1.6170, -0.0199], [-2.9138, -2.8403, -1.5630], [-2.1282, -1.2610, -1.7178], [-1.9598, -4.3515, 0.1263], [-0.2330, -4.4134, 0.1866]], "relative_energy_kcal_mol": 50.26, "lumo_ev": 0.18, "max_force_ev_per_a": 1.14, "gap_ev": 8.66, "total_energy_ev": -37343.2168, "total_charge": 0, "e_homo_ev": -8.5}

---

No. 4
{"formula": "C15H21N3O3Yb", "method": "ωB97M-V with the def2-TZVPD basis set", "symbols": ["C", "C", "C", "C", "C", "Yb", "N", "C", "C", "H", "H", "H", "H", "H", "H", "H", "H", "H", "H", "C", "C", "C", "C", "C", "C", "O", "N", "C", "O", "N", "C", "O", "H", "H", "H", "H", "H", "H", "H", "H", "H", "H", "H"], "coordinates": [[2.0310, -0.1296, 1.6757], [1.5091, -1.4049, 1.3046], [0.2131, -1.5403, 1.8843], [-0.0650, -0.3510, 2.6194], [1.0580, 0.5206, 2.4933], [-0.1497, 0.5202, -0.1438], [0.5954, 2.0589, -1.3829], [0.8592, 0.7821, -2.2352], [0.7752, -0.6291, -1.8367], [-0.4286, -2.4179, 1.8100], [2.0222, -2.1568, 0.7055], [-0.9610, -0.1631, 3.2106], [1.1750, 1.4922, 2.9732], [3.0184, 0.2540, 1.4175], [1.7129, -1.1263, -1.6032], [0.2433, 0.8615, -3.1619], [0.8276, 2.8924, -1.9260], [-0.0335, -1.2179, -2.2668], [1.9245, 0.8897, -2.5396], [-6.2168, 2.3863, -1.5464], [-4.7676, 2.0050, -1.3013], [-4.5585, 0.7234, -0.4453], [-5.3635, 0.7963, 0.8838], [-5.1852, 2.0805, 1.6709], [-5.0655, -0.5247, -1.2119], [-6.2251, -0.6445, -1.5946], [-4.1760, -1.5534, -1.4379], [-2.7782, -1.5175, -1.3183], [-2.0780, -2.4235, -1.7377], [-2.2966, -0.3956, -0.6949], [-3.0396, 0.5868, -0.1722], [-2.4254, 1.4611, 0.5184], [-6.7712, 1.5244, -1.9314], [-6.2536, 3.1899, -2.2882], [-6.7064, 2.7428, -0.6338], [-4.2583, 1.8409, -2.2638], [-4.2414, 2.8290, -0.7982], [-6.4253, 0.6476, 0.6377], [-5.0556, -0.0638, 1.4983], [-5.7224, 2.9183, 1.2132], [-5.5834, 1.9355, 2.6795], [-4.1195, 2.3279, 1.7389], [-4.5344, -2.3679, -1.9197]], "spin_multiplicity": 2, "relative_energy_kcal_mol": 0.00, "lumo_ev": [2.83, 2.83], "max_force_ev_per_a": 5.59, "gap_ev": [6.18, 6.17], "total_energy_ev": -58040.7902, "total_charge": -1, "e_homo_ev": [-3.4, -3.3]}

---

No. 5
{"formula": "C15H21N3O4RuS", "method": "ωB97M-V with the def2-TZVPD basis set", "symbols": ["Ru", "C", "C", "C", "C", "C", "C", "C", "H", "H", "H", "H", "H", "H", "H", "H", "N", "C", "N", "O", "H", "H", "H", "H", "C", "H", "H", "H", "N", "C", "C", "C", "C", "C", "C", "S", "O", "O", "O", "H", "H", "H", "H", "H", "H"], "coordinates": [[-0.3103, -0.9078, 0.2916], [0.0731, -3.4670, -1.8973], [-0.0918, -2.9147, -0.5127], [1.0384, -2.6203, 0.3085], [0.9020, -2.2770, 1.6621], [-0.3925, -2.0764, 2.1657], [-1.5467, -2.3304, 1.3862], [-1.3810, -2.7552, 0.0575], [0.0256, -4.5564, -1.8567], [1.0357, -3.1932, -2.3251], [-0.7258, -3.1333, -2.5608], [2.0197, -2.6785, -0.1452], [1.7725, -2.0937, 2.2747], [-0.5168, -1.7310, 3.1816], [-2.5328, -2.1482, 1.7855], [-2.2532, -2.9025, -0.5657], [0.9380, -0.5106, -2.8550], [1.3755, 0.3879, -1.9438], [2.2176, 1.3386, -2.3458], [1.0399, 0.3245, -0.7328], [1.0422, -0.3160, -3.8366], [0.1143, -1.0226, -2.5860], [2.5135, 1.4053, -3.3029], [2.5156, 2.0578, -1.6934], [-1.7042, -0.2344, -1.1402], [-1.3629, 0.7175, -1.5450], [-2.6722, -0.1047, -0.6558], [-1.8398, -0.9458, -1.9579], [-2.7539, 0.8954, 1.7775], [-1.5145, 1.3846, 1.4223], [-0.3536, 0.9812, 2.0989], [0.8514, 1.6750, 1.9231], [0.9196, 2.7022, 1.0214], [-0.2123, 3.0573, 0.2604], [-1.3998, 2.4095, 0.4500], [2.4148, 3.5936, 0.8267], [3.4015, 3.0000, 1.7037], [2.1853, 4.9658, 1.3484], [2.7188, 3.6295, -0.5816], [-2.8627, 0.6408, 2.7468], [-3.5414, 1.4203, 1.4305], [-0.4414, 0.3411, 2.9639], [1.7192, 1.4141, 2.5137], [-0.1441, 3.8649, -0.4581], [-2.2804, 2.7128, -0.1025]], "spin_multiplicity": 2, "relative_energy_kcal_mol": 4.62, "lumo_ev": [-3.04, -6.71], "max_force_ev_per_a": 0.99, "gap_ev": [8.54, 4.87], "total_energy_ev": -41966.0740, "total_charge": 1, "e_homo_ev": [-11.6, -11.6]}

---

No. 6
{"formula": "C15H21N3OS", "method": "ωB97M-V with the def2-TZVPD basis set", "symbols": ["C", "C", "C", "C", "C", "O", "C", "C", "C", "C", "C", "C", "H", "H", "C", "H", "H", "S", "C", "N", "N", "C", "N", "C", "H", "H", "H", "H", "H", "H", "H", "H", "H", "H", "H", "H", "H", "H", "H", "H", "H"], "coordinates": [[-2.1120, -2.3518, -0.9154], [-3.3644, -2.4363, -0.3089], [-4.4493, -1.5383, -1.0493], [-4.3298, -0.1484, -1.0648], [-4.4261, 0.3529, 0.1971], [-3.3898, 0.1680, 1.2209], [-2.2151, 0.6773, 1.0384], [-1.0661, 0.3306, 1.4822], [0.1744, 0.8215, 1.3033], [0.4996, 1.7471, 0.4472], [-0.6747, 2.4840, -0.2499], [-2.0020, 1.9012, -0.1706], [-2.6832, 2.0383, -0.7631], [-0.4285, 3.1409, -0.9729], [1.8309, 2.2769, 0.0684], [2.4558, 2.0109, 1.1283], [1.8912, 3.2007, 0.0461], [2.5027, 1.4802, -1.2526], [3.1098, 0.1003, -0.7630], [3.3193, -0.9705, -1.3518], [3.6151, -1.9897, -0.6754], [3.3760, -1.4304, 0.8289], [3.0790, -0.1653, 0.6846], [3.6759, -2.2783, 2.0656], [4.7494, -2.5586, 1.6439], [3.6906, -1.6753, 2.7557], [3.0481, -3.3451, 1.9412], [4.0020, -2.7271, -0.9419], [0.9775, 0.3600, 2.0727], [-1.1993, -0.5025, 2.4042], [-4.5828, 1.7258, 0.2038], [-5.3324, 0.0991, 0.7806], [-5.1314, 0.3845, -1.6325], [-3.4437, -0.0214, -1.5190], [-4.7088, -2.0418, -2.0533], [-5.5270, -1.6335, -0.5049], [-3.3930, -2.0626, 0.5477], [-3.8372, -3.4521, 0.0017], [-1.4752, -2.9801, -0.5006], [-1.8634, -1.2199, -0.8575], [-2.1706, -2.7185, -1.8855]], "relative_energy_kcal_mol": 336.94, "lumo_ev": 0.68, "max_force_ev_per_a": 14.40, "gap_ev": 8.27, "total_energy_ev": -33234.9281, "total_charge": 0, "e_homo_ev": -7.6}